Below is a structure of composition C6H14N2O2, with properties calculated with ωB97M-V with the def2-TZVPD basis set.

```
24
Properties=species:S:1:pos:R:3
C 1.2740 0.7267 1.0290
C 2.7749 0.5131 1.2147
C 0.7581 0.2739 -0.3094
C 1.2029 0.7830 -1.4536
O 0.5513 0.0759 2.1128
H 0.8285 -0.8480 2.1268
H 1.0401 1.7860 1.1749
H -0.1968 -0.8809 -0.2762
H 3.0316 -0.5366 1.0546
H 3.0851 0.8068 2.2181
H 3.3341 1.1077 0.4936
H 1.9510 1.5712 -1.5124
H 0.7812 0.4798 -2.4053
C -1.8649 -1.8401 -1.5587
N -1.5007 -1.0999 -0.3450
C -1.8022 0.3884 -0.3939
N -1.9797 0.8860 0.8802
O -2.1714 0.8977 -1.4221
H -1.8630 -1.5221 0.5057
H -1.3137 0.5667 1.5782
H -2.0892 1.8904 0.8756
H -2.9422 -1.8286 -1.7185
H -1.5050 -2.8650 -1.4781
H -1.3839 -1.3320 -2.3910
```

Calculated values
* relative energy (zero: lowest compared OMol25 entry of this formula, charge and spin): 3.835 eV
* net charge: 0
* maximum force: 0.061 hartree/bohr
* Kohn-Sham gap: 8.653 eV
* LUMO: 0.70 eV